Formula: C3H8N2O2
Source: the Open Molecules 2025 dataset
Level of theory: ωB97M-V/def2-TZVPD

Summary:
SMILES: NC(=O)NCCO
E_LUMO in eV: 0.71
Orbital gap in eV: 10.4
Total energy in a.u.: -379.1318
E_HOMO in eV: -9.72
Energy relative to the best compared isomer or geometry (same formula, charge and spin) in kcal/mol: 5.8

The geometry in ORCA input format:
```
! wB97M-V def2-TZVPD RIJCOSX def2/J DEFGRID3
* xyz 0 1
N 2.2640 1.1065 -0.4314
C 0.9185 0.8527 -0.5391
O 0.0983 1.7614 -0.6528
N 0.5593 -0.4680 -0.5738
C -0.8486 -0.8228 -0.5479
C -1.4599 -0.7801 0.8522
O -1.2216 0.4292 1.5291
H 2.4815 2.0685 -0.2223
H 2.8866 0.4168 -0.0413
H 1.2288 -1.1659 -0.2898
H -0.9664 -1.8237 -0.9772
H -1.3649 -0.1167 -1.2045
H -1.0321 -1.5856 1.4657
H -2.5394 -0.9844 0.7582
H -1.0041 1.1121 0.8749
*
```